70
Properties=species:S:1:pos:R:3 method="wB97M-V/def2-TZVPD" multiplicity=1 homo_energy_ev=-9.490 smiles="CCOCCOC[C@H](I)OC=O.O=S1(=O)CCCC1.O=S1(=O)CCCC1.O=S1(=O)CCCC1" e_tot_ha=-2990.56137
C 0.4027 3.8926 -0.7040
C 0.5379 2.8194 -1.9794
O 0.9201 1.4842 -1.4926
C -0.2162 0.5496 -1.4687
C -1.5877 1.1377 -0.7902
O -2.5152 0.1002 -0.2796
C -3.3087 0.7261 0.8299
C -4.3059 1.9252 0.3249
I -5.2913 2.9692 2.0286
O -5.3108 1.3128 -0.6006
C -5.4247 2.2275 -1.7807
O -6.6967 2.5195 -2.1642
H 0.8647 4.9417 -0.9431
H -0.7615 3.9662 -0.4671
H 0.8870 3.3736 0.2527
H 1.4548 3.2309 -2.6236
H -0.3983 2.8413 -2.6842
H -0.4943 0.1527 -2.5342
H 0.1304 -0.3861 -0.8147
H -2.2152 1.7625 -1.5844
H -1.4045 1.8799 0.1163
H -4.0151 -0.1456 1.2371
H -2.6064 1.0146 1.7299
H -3.7890 2.7772 -0.2915
H -4.5047 2.6656 -2.3565
O 2.1596 -2.3448 -5.9364
S 1.6479 -1.9227 -4.6495
O 1.0263 -0.6290 -4.4485
C 0.5527 -3.1871 -4.0351
C 1.4643 -4.1334 -3.2682
C 2.4163 -3.2394 -2.4750
C 2.9270 -2.1570 -3.4245
H 0.0346 -3.6689 -4.8661
H -0.1696 -2.7084 -3.3671
H 0.8937 -4.7997 -2.6147
H 2.0367 -4.7535 -3.9684
H 1.8724 -2.7743 -1.6439
H 3.2450 -3.8111 -2.0457
H 3.1057 -1.2143 -2.9010
H 3.8369 -2.4746 -3.9411
O 0.7984 4.8969 2.0169
S 2.1138 4.5983 2.5428
O 3.0644 3.7691 1.8293
C 2.9073 6.1320 2.9830
C 2.4794 6.3767 4.4223
C 2.5848 5.0223 5.1217
C 1.9331 3.9836 4.2105
H 2.5938 6.9242 2.3010
H 3.9888 5.9811 2.9139
H 3.1056 7.1327 4.9048
H 1.4409 6.7277 4.4510
H 3.6418 4.7704 5.2714
H 2.1085 5.0374 6.1070
H 2.4239 3.0106 4.2941
H 0.8648 3.8813 4.4201
O 1.3287 -4.6509 0.5721
S 0.4399 -5.7782 0.3833
O 0.8427 -6.9718 -0.3332
C -0.2122 -6.2550 1.9717
C -1.4627 -5.4039 2.1351
C -2.1634 -5.4322 0.7776
C -1.1020 -5.1795 -0.2917
H 0.5324 -6.0785 2.7497
H -0.4634 -7.3189 1.9245
H -2.1069 -5.7851 2.9328
H -1.1853 -4.3732 2.3866
H -2.6166 -6.4188 0.6217
H -2.9657 -4.6900 0.7208
H -1.3267 -5.7170 -1.2165
H -0.9893 -4.1118 -0.4993